# 1
C18H50F6N2O11P | ωB97M-V with the def2-TZVPD basis set

```
88
Properties=species:S:1:pos:R:3:forces:R:3
P 1.020 0.071 -1.193 0.97 -0.12 0.88
F 1.457 -1.036 -2.384 -1.42 0.13 2.31
F 2.422 0.788 -1.559 0.90 0.24 0.76
F 0.368 1.005 -2.379 -0.97 -1.52 0.45
F 0.690 1.277 -0.187 -0.90 0.49 0.10
F -0.312 -0.775 -0.639 0.50 0.84 -2.11
F 1.745 -0.623 0.133 0.60 -0.59 -1.84
C -1.870 6.681 -0.241 0.16 -1.32 0.90
O -1.967 5.275 -0.447 0.93 0.45 -1.52
C -1.160 4.935 -1.632 -0.12 0.96 2.07
C -1.268 3.472 -1.832 -1.41 -0.13 -0.69
N -2.553 3.155 -2.408 -0.13 -0.39 0.50
C -2.694 1.709 -2.588 -2.10 0.99 -0.43
C -2.825 0.882 -1.306 0.77 0.12 0.82
O -4.027 1.188 -0.647 -1.91 0.30 1.89
C -4.442 0.378 0.525 -0.30 -0.05 -1.90
H -2.661 6.863 0.487 0.17 0.64 -0.08
H -1.939 7.292 -1.140 -0.47 -0.08 -0.23
H -0.878 6.861 0.174 0.08 0.46 0.33
H -0.107 5.167 -1.470 0.27 0.25 0.43
H -1.501 5.679 -2.351 -0.13 -0.71 -0.99
H -1.381 3.004 -0.854 1.05 0.18 0.17
H -0.471 3.022 -2.424 0.43 0.26 0.30
H -2.723 3.636 -3.280 0.12 -0.10 -0.12
H -2.006 1.378 -3.365 0.27 -0.80 0.44
H -3.706 1.708 -2.993 -0.13 -0.83 -0.46
H -2.048 1.137 -0.585 0.58 -0.38 -0.24
H -2.817 -0.188 -1.511 0.29 -0.10 -0.32
H -4.489 -0.647 0.158 0.25 -0.30 0.34
H -5.463 0.629 0.811 -0.20 0.47 -0.76
H -3.981 0.426 1.511 1.32 0.38 -0.44
C 3.876 -2.745 4.472 -0.44 -0.45 1.81
O 2.551 -2.358 4.193 0.02 -0.56 -1.19
C 2.024 -2.884 2.939 0.10 1.32 0.15
C 0.531 -2.615 2.873 -1.20 0.13 -0.92
N 0.232 -1.222 2.524 -0.81 1.28 1.04
C -1.217 -0.796 2.502 1.90 -0.52 1.45
C -1.820 -0.553 3.926 -0.27 -0.30 -0.27
O -1.008 0.285 4.769 -1.12 0.29 -1.02
C -1.720 1.051 5.747 0.21 -0.57 -0.30
H 3.841 -3.788 4.790 0.45 -0.60 -0.62
H 4.165 -2.292 5.420 -0.29 0.58 0.11
H 4.734 -2.521 3.839 -0.55 0.01 -0.98
H 2.242 -3.928 2.715 0.11 -0.36 0.69
H 2.509 -2.319 2.143 0.01 0.12 -0.23
H -0.001 -3.064 3.712 0.20 0.88 0.85
H 0.000 -3.164 2.096 0.68 -1.05 -0.73
H 0.530 -1.085 1.568 0.39 0.04 0.16
H -1.670 -1.576 1.889 -1.29 -0.03 0.34
H -1.346 0.157 1.989 0.57 -0.07 -0.29
H -2.115 -1.476 4.426 0.71 -0.53 0.32
H -2.816 -0.131 3.793 -0.10 0.70 -0.26
H -2.735 1.397 5.550 -0.45 -0.63 -0.90
H -1.242 2.022 5.873 0.76 -0.42 0.44
H -1.789 0.407 6.624 0.16 0.52 0.56
C 3.420 1.937 3.091 2.27 1.70 0.78
C 2.245 1.998 2.220 0.59 1.12 -3.57
O 1.095 1.731 2.836 -2.89 -1.54 2.26
O 3.559 0.806 3.909 -0.53 -0.68 0.17
H 3.514 2.849 3.680 -0.67 0.25 0.74
H 4.357 2.042 2.544 -0.12 -0.18 -1.04
H 2.431 1.521 1.258 -0.02 -1.59 0.32
H 1.993 2.938 1.729 1.62 1.47 0.38
H 0.356 2.065 2.322 0.08 -0.23 -0.01
H 4.438 0.866 4.291 -0.07 -0.12 0.06
C 3.800 -3.549 -4.629 -0.56 0.22 1.13
C 3.628 -3.783 -3.065 -1.00 -0.28 -2.31
O 4.782 -4.059 -2.374 1.56 0.17 0.66
O 4.182 -2.202 -4.988 0.32 -1.33 0.27
H 2.842 -3.781 -5.093 -0.37 0.23 0.06
H 4.468 -4.290 -5.068 0.56 0.24 0.17
H 3.053 -4.694 -2.903 -0.44 0.10 -0.34
H 3.040 -2.947 -2.686 0.06 0.23 0.28
H 5.414 -3.347 -2.498 0.10 0.13 0.06
H 4.073 -1.652 -4.209 -0.34 0.38 -0.03
C -2.179 -3.043 -3.160 0.46 1.89 0.48
C -3.523 -3.003 -3.902 0.35 0.00 1.02
O -4.184 -1.740 -3.668 0.31 -1.11 -0.06
O -2.189 -2.952 -1.705 -0.89 -1.11 -1.16
H -1.654 -2.137 -3.463 0.23 -0.02 -0.46
H -1.575 -3.884 -3.501 -0.18 -0.26 0.22
H -4.085 -3.879 -3.580 -0.59 0.16 0.30
H -3.376 -3.146 -4.973 0.44 0.09 -0.14
H -5.093 -1.886 -3.940 -0.15 0.28 0.07
H -1.827 -2.107 -1.430 0.18 0.12 -0.18
O 2.600 0.663 -4.140 0.56 0.17 -1.09
H 1.704 0.739 -4.467 -0.13 -0.08 0.01
H 2.520 0.771 -3.192 0.05 0.07 0.17
```
Forces are in eV/Å.

## Properties
**Kohn-Sham gap**: 7.777 eV
**ΔE to the lowest compared entry with this formula, charge and spin**: 5.561 eV
**E**: -70573.4209 eV
**Net charge**: -1
**LUMO energy**: 2.534 eV

=====

# 2
C18H51N7O3P2S | ωB97M-V with the def2-TZVPD basis set

```
82
Properties=species:S:1:pos:R:3:forces:R:3
C -1.720 -0.150 -1.158 0.05 -0.82 0.46
C -0.193 0.011 -1.757 0.33 0.60 -0.25
C 0.820 0.759 -0.659 -1.24 -0.34 -0.21
C 0.914 -0.241 0.636 0.00 -0.91 -0.78
O 1.837 0.188 1.696 -1.32 1.64 -0.80
C 1.627 1.583 2.104 0.61 0.85 1.12
C 0.120 1.944 2.633 0.26 0.05 1.15
N -0.377 3.282 2.062 0.03 -1.47 -1.32
S -2.081 3.195 1.634 0.37 0.17 -1.29
H -1.857 -1.288 -0.828 0.02 2.49 -0.79
H -1.898 0.483 -0.164 0.46 -1.18 -2.28
H -2.550 0.139 -1.960 1.88 -0.71 1.80
H 0.301 -1.028 -2.075 -1.27 2.23 0.74
H -0.273 0.670 -2.738 0.42 -1.34 2.07
H 0.277 1.788 -0.395 1.30 -2.15 -0.42
H 1.885 0.977 -1.127 -2.22 -0.54 1.05
H 1.341 -1.277 0.223 -0.76 2.28 1.02
H -0.136 -0.511 1.122 2.03 0.86 -1.21
H 1.977 2.383 1.289 -0.88 -1.86 1.39
H 2.357 1.770 3.029 -1.50 -0.67 -2.14
H -0.683 1.108 2.478 1.72 1.44 0.02
H 0.186 2.115 3.813 -0.14 -0.45 -2.54
H 0.104 3.503 1.154 -0.29 -0.31 1.40
H -2.084 2.838 0.247 0.27 0.22 1.70
O -6.061 0.307 2.285 -2.94 2.64 1.95
P -6.131 -0.304 3.706 5.19 -4.67 -2.48
N -4.477 -0.064 3.987 1.79 1.13 1.09
C -3.392 -1.018 3.955 -0.23 -0.31 0.64
C -3.978 1.307 3.918 -0.59 0.30 -0.40
N -6.499 -1.860 3.080 -1.83 -1.20 -0.52
C -5.537 -2.923 2.864 0.01 -0.22 0.76
C -7.460 -1.871 1.964 -0.07 0.38 0.11
N -6.212 -1.006 5.339 -1.47 0.86 -0.49
C -5.429 -0.572 6.484 -0.01 0.82 0.38
C -7.206 -2.009 5.704 -0.86 0.02 0.02
H -2.583 -0.711 4.629 -0.01 0.23 -0.13
H -2.976 -1.128 2.949 0.06 -0.13 -0.09
H -3.678 -1.994 4.339 -0.16 -0.05 -0.19
H -4.437 1.909 4.711 0.00 0.19 -0.02
H -4.208 1.779 2.957 0.00 -0.04 0.12
H -2.896 1.381 4.059 -0.16 -0.34 0.02
H -4.740 -2.620 2.181 0.20 -0.02 -0.03
H -6.009 -3.818 2.437 -0.22 0.38 0.01
H -5.119 -3.269 3.812 0.20 0.12 -0.07
H -6.972 -1.661 1.007 -0.06 0.09 -0.05
H -8.248 -1.127 2.120 0.24 -0.05 -0.11
H -7.964 -2.842 1.884 0.23 -0.01 0.23
H -4.536 -1.195 6.604 -0.03 0.05 -0.16
H -5.996 -0.633 7.423 -0.09 -0.12 -0.27
H -5.122 0.475 6.406 0.13 -0.28 -0.17
H -6.761 -3.014 5.692 -0.03 0.19 -0.09
H -8.066 -1.999 5.028 0.40 -0.13 0.00
H -7.622 -1.841 6.704 0.22 0.12 0.02
O 3.220 -0.025 -4.750 -0.07 -1.97 -3.92
P 4.728 -0.045 -5.103 0.94 3.12 6.63
N 5.129 -0.949 -3.727 0.65 -2.07 1.03
C 5.731 -0.517 -2.486 0.67 0.11 -0.29
C 4.500 -2.260 -3.581 -0.56 0.09 -0.40
N 4.864 1.650 -4.870 -0.19 1.86 -1.23
C 5.339 2.292 -3.660 0.77 -0.12 -0.18
C 3.747 2.445 -5.407 -0.08 -0.34 -0.20
N 6.461 -0.069 -5.509 -1.09 -0.01 -1.39
C 7.373 -1.170 -5.247 -0.05 -0.84 -0.33
C 7.089 0.989 -6.291 -0.13 0.28 -0.81
H 6.301 -1.332 -2.024 -0.23 -0.13 -0.04
H 4.980 -0.173 -1.767 0.01 0.11 0.11
H 6.479 0.259 -2.630 -0.17 0.17 -0.09
H 4.826 -2.920 -4.393 -0.14 -0.14 -0.01
H 3.408 -2.197 -3.612 0.01 -0.01 -0.04
H 4.764 -2.764 -2.647 0.20 0.34 -0.07
H 4.735 2.023 -2.791 0.01 -0.04 0.21
H 5.317 3.387 -3.745 -0.21 -0.25 -0.29
H 6.392 2.060 -3.482 -0.09 -0.14 0.18
H 2.899 2.472 -4.716 -0.10 -0.03 -0.06
H 3.399 2.034 -6.362 -0.03 0.01 0.27
H 4.055 3.478 -5.610 0.24 -0.17 0.15
H 7.918 -1.008 -4.310 -0.17 0.03 0.00
H 8.122 -1.288 -6.042 -0.19 0.24 0.04
H 6.860 -2.134 -5.195 0.01 0.26 0.23
H 7.628 1.685 -5.633 -0.17 -0.12 -0.05
H 6.358 1.555 -6.877 0.13 -0.03 0.40
H 7.806 0.599 -7.022 -0.01 -0.19 0.18
```
Forces are in eV/Å.

## Properties
**Kohn-Sham gap**: 6.944 eV
**E**: -65468.9517 eV
**Net charge**: 0
**LUMO energy**: -0.771 eV
**SMILES string**: CN(C)P(=O)(N(C)C)N(C)C.CN(C)P(=O)(N(C)C)N(C)C.CCCCOCCNS

=====

# 3
C18H52N2O9 | ωB97M-V with the def2-TZVPD basis set

```
81
Properties=species:S:1:pos:R:3:forces:R:3
C 6.676 -1.321 0.891 -0.72 1.85 -0.18
C 7.731 -2.303 1.333 0.32 0.36 -0.91
C 8.281 -3.074 0.100 -0.81 -0.66 0.49
C 9.249 -2.307 -0.805 -0.93 0.20 -0.54
C 10.291 -1.618 -0.043 3.10 -0.24 0.94
C 10.003 -0.968 1.269 -1.02 0.84 2.33
N 8.870 -1.640 2.033 0.27 -0.67 -1.05
O 8.413 -0.963 3.167 1.05 -0.49 1.10
C 11.312 -1.001 2.217 -1.92 0.88 -0.64
C 9.568 0.445 0.868 -0.14 0.80 0.66
C 7.075 -3.253 2.325 0.15 -0.24 0.44
H 5.675 -1.603 0.565 0.05 -1.19 0.41
H 6.919 -0.685 0.040 0.73 0.16 0.13
H 6.493 -0.679 1.753 -0.22 0.38 -0.11
H 8.546 -4.018 0.576 1.18 -0.14 -0.64
H 7.396 -3.349 -0.474 -0.11 0.02 -0.17
H 8.672 -1.589 -1.388 -0.40 0.32 0.24
H 9.783 -2.793 -1.621 -0.37 -1.03 0.23
H 10.846 -0.851 -0.583 -0.42 0.12 -0.62
H 11.147 -2.258 0.168 -0.23 -0.95 -0.09
H 11.741 -1.997 2.333 0.03 0.09 -0.49
H 11.979 -0.233 1.826 0.47 -0.39 -0.12
H 11.061 -0.671 3.225 -0.30 0.05 -0.04
H 10.359 0.997 0.360 0.10 -0.13 -0.07
H 8.706 0.385 0.203 0.15 -0.04 -0.15
H 9.256 1.092 1.687 0.03 -0.11 0.32
H 6.059 -3.519 2.036 0.11 -0.17 -0.24
H 6.999 -2.784 3.306 0.02 0.11 -0.11
H 7.688 -4.144 2.463 -0.07 -0.12 -0.05
H 7.910 -0.155 3.037 -0.08 0.39 -1.06
C -9.530 4.746 -0.753 -1.03 0.88 -1.50
C -8.146 5.276 -1.109 2.74 1.34 0.54
C -7.200 4.986 0.085 -1.09 -1.17 1.01
C -5.731 5.097 -0.180 0.18 -0.32 -0.57
C -5.283 4.191 -1.315 -0.54 0.51 -0.85
C -6.117 4.433 -2.590 1.66 0.76 -1.35
N -7.546 4.612 -2.275 1.28 -1.66 1.23
O -8.197 4.814 -3.466 -1.33 0.09 -0.76
C -5.533 5.716 -3.372 -0.34 -0.76 0.26
C -5.864 3.167 -3.556 -1.68 0.65 1.44
C -8.062 6.856 -1.261 -1.91 -0.72 -0.18
H -10.194 4.999 -1.579 -0.14 0.29 -0.28
H -9.981 5.288 0.079 0.34 -0.20 0.32
H -9.712 3.673 -0.695 0.87 -0.09 0.53
H -7.498 5.580 0.949 -0.01 0.65 -0.23
H -7.509 4.015 0.473 0.52 -0.66 -0.26
H -5.073 4.870 0.659 -0.37 0.28 0.38
H -5.567 6.126 -0.502 0.43 0.13 0.15
H -5.349 3.117 -1.146 0.01 0.03 0.72
H -4.243 4.450 -1.516 0.09 -0.28 -0.28
H -4.576 5.519 -3.855 0.42 -0.26 0.65
H -6.088 6.045 -4.251 -0.78 -0.16 0.36
H -5.458 6.551 -2.675 0.24 0.05 -0.17
H -6.483 3.304 -4.443 0.66 -0.01 -0.38
H -4.826 2.873 -3.708 0.06 0.78 -0.32
H -6.280 2.288 -3.064 -0.27 -0.09 0.26
H -7.145 7.233 -1.714 -0.07 -0.25 0.32
H -8.296 7.315 -0.301 0.49 0.06 0.16
H -8.899 7.197 -1.871 0.07 0.00 -0.47
H -8.575 3.937 -3.562 -0.50 0.11 -0.72
O -2.464 -7.596 4.387 0.22 0.15 0.01
H -2.908 -7.888 3.592 -0.11 -0.07 -0.23
H -2.967 -7.989 5.101 -0.11 -0.08 0.21
O -2.330 -2.881 1.077 -0.25 0.14 0.16
H -1.716 -2.503 0.447 0.14 0.10 -0.19
H -2.004 -3.767 1.229 0.11 -0.27 0.03
O -3.440 -9.368 -0.861 0.05 -0.06 0.24
H -3.603 -8.473 -1.161 -0.05 0.26 -0.05
H -3.418 -9.889 -1.663 0.01 -0.17 -0.18
O -0.720 -3.206 -3.629 -0.18 0.05 0.13
H -0.057 -3.883 -3.493 0.15 -0.21 0.09
H -0.415 -2.721 -4.396 0.04 0.16 -0.20
O -4.299 -2.793 5.398 -0.19 0.11 0.13
H -4.025 -2.810 4.481 0.06 0.02 -0.29
H -3.646 -3.326 5.853 0.15 -0.14 0.13
O 0.532 -6.319 0.500 -0.14 0.22 -0.13
H 1.479 -6.362 0.630 0.24 0.03 0.04
H 0.206 -7.157 0.829 -0.14 -0.23 0.09
O -6.986 -0.925 0.616 -0.23 -0.03 0.08
H -6.838 -0.736 -0.311 0.01 0.03 -0.24
H -6.125 -0.825 1.022 0.23 -0.01 0.15
```
Forces are in eV/Å.

## Properties
**Kohn-Sham gap**: 8.227 eV
**ΔE to the lowest compared entry with this formula, charge and spin**: 3.492 eV
**E**: -40912.2398 eV
**Net charge**: 0
**LUMO energy**: 0.208 eV
**SMILES string**: CC1(C)CCCC(C)(C)N1O.CC1(C)CCCC(C)(C)N1O.O.O.O.O.O.O.O